[1]
{
  "formula": "C6H12NS",
  "method": "ωB97M-V/def2-TZVPD",
  "homo_ev": [-12.2, -12.1],
  "charge": 1,
  "gap_ev": [7.682, 7.565],
  "spin_multiplicity": 1,
  "de_lowest_kcal_mol": 129.27,
  "total_energy_ev": -18729.648,
  "elements": ["C", "C", "C", "C", "C", "C", "N", "S", "H", "H", "H", "H", "H", "H", "H", "H", "H", "H", "H", "H"],
  "coordinates": [[-1.674628, 1.663005, 0.527010], [-1.364117, 0.921840, -0.328088], [-1.561406, -1.568185, 0.394340], [2.065250, 0.792879, 1.385858], [1.339265, 0.547163, -1.285170], [-1.015222, -0.070044, -1.223068], [-0.576850, -1.275479, -0.657233], [2.056383, -0.392268, 0.007722], [-2.217043, 2.362229, 1.138601], [-1.315199, -2.588687, 0.824811], [-1.314164, -0.833213, 1.136295], [-2.563032, -1.521257, 0.051421], [2.987049, 1.372790, 1.472777], [2.106561, 0.389842, 2.388646], [1.261067, 1.464867, 1.341358], [1.322066, 1.627165, -0.962681], [1.502709, 0.300310, -2.361271], [-1.044770, 0.036275, -2.256903], [0.414680, -1.369504, -0.133070], [-0.408596, -1.859728, -1.461346]],
  "forces_ev_per_a": [[-1.7, 2.8, 2.2], [0.1, -1.1, -1.7], [1.4, -3.5, 1.5], [1.4, 0.1, 0.6], [-0.7, 0.9, 0.7], [4.7, 2.0, 0.4], [-0.6, -1.1, 0.1], [0.3, 0.5, -0.7], [0.5, -0.2, 0.1], [-0.5, 1.1, -0.5], [-0.4, 0.1, 0.5], [-0.8, 0.1, -0.3], [0.1, 0.0, -1.1], [-0.6, -1.1, 0.0], [-1.2, 0.7, -0.3], [-0.3, -1.2, -0.9], [0.2, 0.1, 1.2], [-0.4, -0.1, -1.5], [-0.8, 1.2, -0.4], [-0.7, -1.3, 0.0]]
}

[2]
{
  "formula": "C6H12O",
  "method": "ωB97M-V/def2-TZVPD",
  "homo_ev": -8.6,
  "charge": 0,
  "gap_ev": 8.543,
  "spin_multiplicity": 1,
  "de_lowest_kcal_mol": 84.79,
  "total_energy_ev": -8460.677,
  "elements": ["C", "C", "C", "C", "C", "C", "O", "H", "H", "H", "H", "H", "H", "H", "H", "H", "H", "H", "H"],
  "coordinates": [[2.630242, 0.310518, 0.598241], [1.470904, -0.214240, -0.240434], [0.404717, 0.853305, -0.541400], [-0.950582, 0.169175, -0.821146], [-1.581016, -0.202170, 0.460701], [-2.732599, -1.107519, 0.368396], [0.223351, 1.755138, 0.524474], [3.373851, -0.474353, 0.771864], [2.262509, 0.661348, 1.565831], [3.128044, 1.157382, 0.114173], [0.994776, -1.048568, 0.296844], [1.835022, -0.625421, -1.192379], [0.720831, 1.456340, -1.401348], [-0.900387, -0.634791, -1.576700], [-1.660476, 0.917307, -1.225889], [-3.308000, -1.103766, -0.569257], [-3.389977, -1.044833, 1.240526], [-2.236502, -2.093756, 0.441797], [-0.341698, 1.259058, 1.152239]],
  "forces_ev_per_a": [[0.1, 0.0, 0.0], [0.0, -0.1, 0.0], [0.1, -0.1, -0.3], [0.0, 0.0, 0.2], [-0.2, -0.2, -0.3], [0.0, 0.1, 0.0], [0.0, -0.1, 0.2], [-0.1, 0.1, 0.0], [0.1, 0.0, -0.1], [-0.1, -0.1, 0.0], [0.0, 0.1, 0.0], [-0.1, 0.0, 0.1], [0.0, -0.1, 0.1], [-0.1, 0.1, 0.1], [0.0, 0.0, 0.1], [0.1, 0.0, 0.0], [0.1, 0.0, -0.2], [0.0, 0.1, 0.0], [0.1, 0.2, 0.0]]
}

[3]
{
  "formula": "C6H12O",
  "method": "ωB97M-V/def2-TZVPD",
  "homo_ev": -8.0,
  "charge": 0,
  "gap_ev": 9.002,
  "spin_multiplicity": 1,
  "de_lowest_kcal_mol": 110.56,
  "total_energy_ev": -8459.560,
  "elements": ["C", "C", "C", "C", "O", "C", "C", "H", "H", "H", "H", "H", "H", "H", "H", "H", "H", "H", "H"],
  "coordinates": [[-1.561695, -0.970009, -0.737969], [-0.768578, 0.187899, -0.127065], [-1.663679, 1.056606, 0.765527], [0.380545, -0.311609, 0.724463], [1.681109, -0.696661, 0.092516], [1.458407, 0.552203, 1.227978], [2.324928, 0.000485, -0.990731], [-2.364309, -0.601207, -1.386333], [-0.922424, -1.633173, -1.331009], [-2.030708, -1.573400, 0.050929], [-0.367782, 0.827149, -0.922711], [-2.089241, 0.470020, 1.590533], [-2.501565, 1.464941, 0.189562], [-1.095211, 1.888938, 1.191810], [0.083146, -1.200375, 1.295963], [1.916348, 0.034890, 2.083630], [1.713215, 0.803843, -1.399235], [2.579811, -0.744163, -1.747948], [3.227689, 0.443616, -0.569917]],
  "forces_ev_per_a": [[0.0, 0.0, 0.0], [0.1, 0.0, -0.1], [0.0, 0.0, 0.1], [-0.2, 0.1, 0.0], [0.2, 0.1, 0.1], [-0.1, -0.2, 0.3], [0.0, 0.0, -0.2], [0.1, 0.0, 0.1], [-0.1, 0.1, 0.1], [0.1, 0.1, -0.1], [0.0, -0.1, 0.1], [0.1, 0.1, -0.1], [0.1, -0.1, 0.1], [-0.1, -0.1, -0.1], [0.1, 0.0, -0.1], [-0.2, 0.1, 0.1], [0.0, -0.2, 0.1], [-0.2, 0.0, 0.0], [-0.1, -0.1, -0.2]]
}

[4]
{
  "formula": "C6H12O",
  "method": "ωB97M-V/def2-TZVPD",
  "homo_ev": -10.0,
  "charge": 0,
  "smiles": "CC1CC1.CC=O",
  "gap_ev": 10.942,
  "spin_multiplicity": 1,
  "de_lowest_kcal_mol": 38.12,
  "total_energy_ev": -8462.701,
  "elements": ["C", "C", "O", "C", "C", "C", "C", "H", "H", "H", "H", "H", "H", "H", "H", "H", "H", "H", "H"],
  "coordinates": [[0.117135, 1.734415, -2.642822], [-1.362846, 1.675692, -2.376760], [-1.885763, 1.979839, -1.330534], [-0.320702, 0.048089, 0.650081], [0.715231, -0.632267, 1.521136], [0.913555, -2.116230, 1.415946], [0.284326, -1.528765, 2.648120], [0.452259, 0.788805, -3.086852], [0.329315, 2.520690, -3.378220], [0.658413, 1.947786, -1.718169], [-0.235238, -0.255270, -0.399577], [-1.980099, 1.322671, -3.232390], [-1.342510, -0.188115, 0.967109], [-0.221162, 1.134284, 0.688878], [1.618493, -0.052113, 1.705091], [0.271208, -2.663635, 0.729724], [1.922185, -2.512523, 1.483842], [-0.785522, -1.673666, 2.780765], [0.851724, -1.529686, 3.574633]],
  "forces_ev_per_a": [[0.0, 0.0, 0.1], [-0.1, 0.1, 0.2], [0.3, -0.1, -0.6], [-0.1, 0.0, 0.0], [0.0, 0.1, 0.0], [0.1, -0.2, -0.1], [-0.1, 0.0, 0.2], [0.0, 0.1, 0.1], [-0.1, -0.1, 0.1], [0.0, -0.1, -0.2], [0.1, 0.1, 0.1], [0.0, 0.1, 0.1], [0.2, 0.0, 0.0], [-0.1, -0.1, 0.0], [-0.2, -0.1, -0.1], [0.1, 0.1, 0.1], [-0.1, 0.1, 0.0], [0.2, 0.0, 0.0], [-0.1, 0.0, -0.2]]
}

[5]
{
  "formula": "C6H12O",
  "method": "ωB97M-V/def2-TZVPD",
  "homo_ev": -9.2,
  "charge": 0,
  "smiles": "C/C=C\\CC.C=O",
  "gap_ev": 10.039,
  "spin_multiplicity": 1,
  "de_lowest_kcal_mol": 48.22,
  "total_energy_ev": -8462.263,
  "elements": ["C", "C", "C", "C", "C", "C", "O", "H", "H", "H", "H", "H", "H", "H", "H", "H", "H", "H", "H"],
  "coordinates": [[-2.239287, 0.058174, 0.957030], [-1.286788, 0.831333, 0.033485], [-0.617704, -0.145859, -0.898437], [1.703977, 0.798834, -0.975052], [0.685191, -0.275500, -1.153362], [1.521597, -1.266878, 1.123801], [2.675619, -1.043740, 0.879403], [-2.975676, -0.501426, 0.367173], [-2.780414, 0.735146, 1.624958], [-1.692230, -0.667472, 1.574618], [-0.560933, 1.386370, 0.647667], [-1.861338, 1.572449, -0.536322], [-1.283610, -0.797723, -1.462276], [1.906612, 1.088232, -2.011684], [1.276272, 1.667452, -0.466935], [1.025635, -1.176217, -1.669523], [0.849890, -0.521889, 1.609061], [1.032341, -2.224828, 0.846579], [2.620848, 0.483537, -0.490175]],
  "forces_ev_per_a": [[-0.1, 0.0, 0.0], [0.0, 0.0, -0.1], [0.1, 0.1, -0.2], [-0.3, 0.3, -0.3], [-0.2, 0.0, -0.2], [-0.4, -0.2, 0.0], [0.1, -0.3, 0.5], [0.1, 0.1, 0.1], [0.1, -0.1, -0.1], [-0.1, 0.2, -0.1], [-0.1, -0.2, -0.3], [0.0, 0.0, 0.1], [-0.1, -0.4, 0.6], [0.3, 0.3, 0.2], [0.2, -0.1, 0.0], [-0.1, 0.3, -0.3], [0.3, -0.2, 0.0], [0.2, 0.1, 0.2], [0.0, 0.1, -0.1]]
}

[6]
{
  "formula": "C6H12O",
  "method": "ωB97M-V/def2-TZVPD",
  "homo_ev": -9.4,
  "charge": 0,
  "smiles": "CC(C)[C@H]1C[C@H]1O",
  "gap_ev": 10.441,
  "spin_multiplicity": 1,
  "de_lowest_kcal_mol": 37.69,
  "total_energy_ev": -8462.719,
  "elements": ["C", "C", "C", "C", "C", "C", "O", "H", "H", "H", "H", "H", "H", "H", "H", "H", "H", "H", "H"],
  "coordinates": [[-1.890613, 0.297573, -0.846495], [-0.558134, 0.497011, -0.107975], [0.291031, 1.611196, -0.759163], [0.288258, -0.741931, -0.141991], [1.649176, -0.633089, 0.468968], [0.622830, -1.660531, 0.983271], [0.123177, -1.494508, 2.276095], [-2.652784, -0.198801, -0.234431], [-2.297573, 1.260977, -1.164959], [-1.749488, -0.317477, -1.744555], [-0.778346, 0.742416, 0.943686], [-0.259407, 2.551237, -0.761828], [0.527684, 1.318562, -1.791124], [1.265431, 1.818560, -0.290208], [0.295130, -1.261380, -1.099393], [2.528434, -0.706418, -0.173104], [1.745984, 0.219367, 1.150981], [0.582077, -2.728383, 0.760591], [0.267131, -0.574379, 2.531632]],
  "forces_ev_per_a": [[0.0, 0.1, -0.1], [0.1, 0.2, 0.0], [-0.2, 0.2, -0.1], [-0.1, 0.1, -0.2], [0.2, -0.3, 0.2], [0.3, 0.0, -0.2], [0.0, 0.4, 0.1], [0.3, 0.0, 0.0], [0.0, -0.1, 0.0], [0.0, 0.2, 0.1], [0.1, 0.1, -0.2], [0.0, 0.1, -0.2], [-0.2, 0.2, 0.1], [-0.5, -0.3, 0.1], [-0.1, 0.1, 0.0], [-0.1, -0.7, 0.4], [-0.1, -0.3, -0.1], [0.6, 0.4, -0.1], [-0.1, -0.2, 0.1]]
}